1.
Formula: C25H46O3P2STm
Source: the Open Molecules 2025 dataset
Level of theory: the ωB97M-V functional and the def2-TZVPD basis

The geometry in XYZ format:
```
78
C25H46O3P2STm | the Open Molecules 2025 dataset | the ωB97M-V functional and the def2-TZVPD basis
Tm -0.38 0.30 -0.11
C -0.86 -2.04 0.87
C 0.48 -2.10 0.39
C 0.41 -0.59 2.14
C -0.91 -1.10 1.94
C 1.27 -1.20 1.16
C -2.00 -2.88 0.40
H -1.86 -3.21 -0.63
H -2.94 -2.32 0.44
H -2.13 -3.78 1.03
C -2.11 -0.78 2.76
H -3.03 -1.05 2.23
H -2.16 0.30 2.96
H -2.10 -1.30 3.73
C 0.82 0.35 3.21
H 0.69 -0.10 4.20
H 0.22 1.28 3.18
H 1.87 0.64 3.09
C 2.73 -0.97 1.03
H 3.30 -1.54 1.78
H 2.99 0.09 1.16
H 3.10 -1.27 0.03
C 0.98 -3.00 -0.69
H 1.33 -3.96 -0.28
H 1.82 -2.54 -1.23
H 0.20 -3.22 -1.42
C -1.93 1.15 -6.05
C -1.98 -0.19 -6.13
C -1.21 -1.02 -7.11
C 0.25 -0.56 -7.36
C 0.97 0.07 -6.20
C 1.09 1.40 -6.02
C 0.25 2.45 -6.67
C -1.22 2.04 -7.02
H -1.73 -1.02 -8.09
H 0.26 0.10 -8.24
H -1.21 -2.07 -6.78
H -1.24 1.64 -8.04
H -2.59 1.67 -5.35
H -2.73 -0.74 -5.56
H -1.78 2.99 -7.05
H 0.22 3.33 -6.00
H 1.91 1.79 -5.39
H 0.73 2.81 -7.60
H 0.82 -1.46 -7.65
H 1.53 -0.64 -5.57
P -1.40 0.09 -2.62
P 1.74 1.39 -1.63
C -0.44 1.41 -3.49
C 0.60 2.30 -2.78
H -1.15 2.07 -4.01
H 0.04 0.80 -4.26
H 1.25 2.78 -3.53
H 0.09 3.09 -2.20
C 2.55 2.76 -0.76
H 3.36 2.35 -0.14
H 1.82 3.25 -0.11
H 2.96 3.48 -1.49
C 3.03 0.68 -2.70
H 3.44 1.45 -3.38
H 2.63 -0.16 -3.29
H 3.83 0.29 -2.05
C -3.12 0.55 -2.93
H -3.75 -0.09 -2.30
H -3.41 0.43 -3.97
H -3.27 1.59 -2.61
C -0.98 -1.50 -3.38
H -0.01 -1.87 -3.01
H -0.94 -1.47 -4.48
H -1.76 -2.22 -3.08
C -2.39 3.20 2.06
S -1.77 2.74 0.44
O -2.35 1.35 0.13
O -2.05 3.76 -0.54
O -0.28 2.42 0.65
H -3.25 3.87 1.95
H -1.59 3.73 2.59
H -2.69 2.29 2.59
```

Calculated values
DFT total energy: -91753.282 eV
spin multiplicity: 3
frontier orbital gap (alpha / beta): 8.5 / 8.5 eV
LUMO energy (alpha / beta): -0.0841 / -0.0818 Ha
charge: +1
molecular weight: 657.589 g mol⁻¹



2.
Formula: C25H47ClInP2
Source: the Open Molecules 2025 dataset
Level of theory: the ωB97M-V functional and the def2-TZVPD basis

The geometry in XYZ format:
```
76
C25H47ClInP2 | the Open Molecules 2025 dataset | the ωB97M-V functional and the def2-TZVPD basis
In 0.55 -0.19 -1.20
C -2.32 1.67 0.30
C -2.66 0.76 -0.74
C -2.51 -0.43 1.21
C -2.24 0.93 1.51
C -2.79 -0.54 -0.18
C -2.13 3.12 0.13
H -1.73 3.36 -0.86
H -1.44 3.52 0.88
H -3.09 3.65 0.24
C -1.96 1.47 2.86
H -1.71 2.53 2.81
H -1.14 0.93 3.34
H -2.85 1.38 3.51
C -2.54 -1.55 2.18
H -3.58 -1.80 2.46
H -2.00 -1.31 3.09
H -2.10 -2.46 1.74
C -3.20 -1.77 -0.88
H -4.30 -1.82 -0.98
H -2.88 -2.67 -0.33
H -2.78 -1.83 -1.89
C -2.88 1.17 -2.15
H -3.81 1.74 -2.26
H -2.94 0.31 -2.82
H -2.06 1.82 -2.50
C 1.89 0.78 -3.51
C 0.80 1.57 -3.64
C -0.09 1.59 -4.85
C -1.01 0.37 -5.12
C -0.95 -0.78 -4.15
C 0.15 -1.53 -4.00
C 1.35 -1.37 -4.91
C 2.34 -0.24 -4.54
H 0.51 1.78 -5.77
H -0.79 0.01 -6.14
H -0.74 2.48 -4.75
H 2.65 0.26 -5.47
H 2.64 0.98 -2.74
H 0.61 2.37 -2.93
H 3.26 -0.71 -4.14
H 1.90 -2.32 -4.90
H 0.19 -2.39 -3.34
H 1.02 -1.21 -5.95
H -2.06 0.73 -5.16
H -1.91 -1.07 -3.69
P 2.03 1.84 0.47
C 1.53 2.52 2.09
H 2.31 3.20 2.48
H 1.40 1.67 2.78
H 0.58 3.06 2.01
C 3.80 1.51 0.77
H 4.28 2.43 1.14
H 4.27 1.20 -0.16
H 3.91 0.71 1.52
C 2.11 3.34 -0.57
H 2.42 3.07 -1.59
H 2.83 4.05 -0.13
H 1.11 3.81 -0.62
P 1.23 -2.74 -0.39
C -0.07 -3.84 -1.03
H 0.37 -4.78 -1.39
H -0.65 -3.38 -1.84
H -0.78 -4.07 -0.21
C 2.76 -3.19 -1.26
H 2.62 -3.18 -2.36
H 3.08 -4.20 -0.95
H 3.55 -2.47 -1.01
C 1.50 -3.39 1.28
H 1.86 -4.43 1.20
H 0.57 -3.37 1.85
H 2.24 -2.79 1.82
Cl 0.77 -0.81 4.43
C 1.21 -0.55 2.87
H 0.40 -0.55 2.13
H 2.27 -0.64 2.65
```

Calculated values
DFT total energy: -62951.481 eV
frontier orbital gap (alpha / beta): 5.8 / 6.5 eV
LUMO energy (alpha / beta): -0.1341 / -0.1034 Ha
charge: +1
molecular weight: 559.870 g mol⁻¹



3.
Formula: C25H47F3IInO10P3
Source: the Open Molecules 2025 dataset
Level of theory: the ωB97M-V functional and the def2-TZVPD basis

The geometry in XYZ format:
```
90
C25H47F3IInO10P3 | the Open Molecules 2025 dataset | the ωB97M-V functional and the def2-TZVPD basis
C 5.13 -5.49 -0.29
P 3.70 -6.43 -1.12
C 4.22 -6.82 -2.92
In 1.91 -4.62 -1.40
C 0.16 -5.29 -2.68
C -0.61 -3.99 -3.06
O -1.14 -3.35 -2.20
I -0.64 -3.41 -5.17
C 1.10 -4.17 0.66
C 0.53 -5.40 1.44
O 1.03 -6.66 0.98
C -1.04 -5.46 1.54
F -1.61 -6.53 0.87
F -1.39 -5.59 2.89
F -1.71 -4.35 1.10
C 2.89 -2.86 -2.41
C 2.95 -1.49 -1.87
C 3.57 -0.45 -2.66
C 4.16 -0.68 -3.99
C 4.14 -2.04 -4.52
C 3.51 -3.10 -3.72
H 4.66 -4.99 0.61
H 5.46 -4.63 -0.95
H 5.97 -6.16 0.00
H 3.26 -6.72 -3.52
H 4.92 -6.05 -3.33
H 4.57 -7.87 -3.03
H -0.52 -6.02 -2.18
H 0.55 -5.75 -3.62
H 0.41 -3.30 0.56
H 1.99 -3.80 1.26
H 0.91 -5.32 2.50
H 0.68 -6.85 0.09
H 2.50 -1.32 -0.86
H 3.61 0.60 -2.30
H 4.59 0.18 -4.56
H 4.58 -2.29 -5.51
H 3.53 -4.12 -4.18
O -1.14 3.39 -0.78
P -2.39 2.81 -1.43
O -1.60 1.72 -2.39
C -0.61 0.85 -1.83
C -1.25 -0.34 -1.14
O -2.59 4.06 -2.51
C -2.41 5.40 -2.07
C -1.09 5.95 -2.59
O -3.85 2.20 -1.96
C -4.08 1.93 -3.35
C -4.31 0.44 -3.54
H 0.04 1.38 -1.14
H 0.02 0.50 -2.65
H -2.00 -0.02 -0.41
H -0.49 -0.94 -0.64
H -1.75 -0.98 -1.87
H -2.46 5.47 -0.98
H -3.24 6.00 -2.46
H -0.26 5.28 -2.36
H -0.88 6.93 -2.16
H -1.13 6.05 -3.68
H -3.26 2.27 -3.98
H -4.97 2.48 -3.65
H -3.52 -0.14 -3.07
H -4.34 0.19 -4.60
H -5.25 0.14 -3.08
O 0.15 5.29 3.38
P -0.03 4.11 4.30
O -1.52 3.62 3.77
C -1.76 3.47 2.37
C -1.24 2.14 1.86
O -0.47 5.00 5.64
C 0.22 6.22 5.91
C -0.67 7.40 5.56
O 0.07 2.77 5.31
C -1.03 2.37 6.12
C -1.51 1.00 5.69
H -1.33 4.29 1.80
H -2.84 3.52 2.22
H -0.19 2.00 2.12
H -1.35 2.09 0.77
H -1.81 1.31 2.30
H 1.17 6.27 5.37
H 0.45 6.24 6.98
H -1.06 7.32 4.55
H -0.12 8.34 5.64
H -1.53 7.44 6.23
H -1.86 3.09 6.08
H -0.69 2.34 7.16
H -1.67 0.96 4.61
H -2.43 0.73 6.20
H -0.75 0.25 5.92
```

Calculated values
DFT total energy: -96454.000 eV
frontier orbital gap: 4.3 eV
LUMO energy: 0.0005 Ha
charge: -1
molecular weight: 899.279 g mol⁻¹



4.
Formula: C25H47F3N7O11S
Source: the Open Molecules 2025 dataset
Level of theory: the ωB97M-V functional and the def2-TZVPD basis

The geometry in XYZ format:
```
94
C25H47F3N7O11S | the Open Molecules 2025 dataset | the ωB97M-V functional and the def2-TZVPD basis
C 1.37 -1.16 -0.42
F 1.66 0.00 0.05
F 0.83 -0.91 -1.63
F 2.47 -1.88 -0.49
S 0.05 -1.98 0.70
O 0.62 -2.14 2.05
O -1.01 -1.01 0.76
O -0.42 -3.25 0.04
C 3.55 8.08 -2.64
O 4.00 9.09 -2.05
N 4.29 7.18 -3.39
C 3.80 5.82 -3.69
C 5.63 7.46 -3.87
H 2.57 7.63 -2.46
H 3.97 5.52 -4.72
H 2.76 5.68 -3.37
H 4.53 5.16 -3.21
H 5.80 7.33 -4.94
H 5.99 8.41 -3.50
H 6.24 6.74 -3.34
C 10.31 -0.47 -0.13
O 10.49 0.71 0.02
N 11.22 -1.35 0.39
C 10.95 -2.76 0.20
C 12.48 -1.04 1.09
H 9.38 -0.86 -0.58
H 11.73 -3.37 -0.24
H 10.09 -3.03 -0.41
H 10.69 -3.12 1.19
H 12.39 -1.38 2.13
H 13.30 -1.59 0.64
H 12.65 0.03 1.04
C -3.56 5.41 -1.13
O -3.66 6.43 -0.46
N -3.46 5.42 -2.46
C -3.42 6.59 -3.28
C -3.33 4.11 -3.15
H -3.62 4.42 -0.66
H -4.08 6.49 -4.15
H -2.39 6.74 -3.60
H -3.63 7.55 -2.80
H -3.15 3.31 -2.43
H -4.24 3.94 -3.74
H -2.52 4.09 -3.88
C -4.13 -2.47 8.17
O -4.84 -1.49 8.35
N -4.44 -3.71 8.56
C -5.78 -4.04 9.08
C -3.61 -4.77 8.05
H -3.21 -2.41 7.57
H -6.14 -3.15 9.60
H -5.78 -4.93 9.71
H -6.47 -4.25 8.26
H -3.72 -5.66 8.67
H -3.79 -5.04 7.00
H -2.54 -4.62 8.17
C -6.84 -11.32 -0.75
O -7.58 -12.33 -0.63
N -6.44 -10.85 -1.99
C -5.52 -9.73 -2.06
C -6.63 -11.64 -3.20
H -6.34 -10.72 0.03
H -4.61 -9.84 -1.47
H -6.01 -8.86 -1.63
H -5.19 -9.45 -3.06
H -7.15 -12.58 -2.99
H -7.27 -11.22 -3.97
H -5.72 -11.88 -3.75
C -4.25 -2.18 -5.93
O -5.42 -1.98 -5.60
N -3.79 -1.96 -7.20
C -2.41 -2.06 -7.58
C -4.69 -1.67 -8.34
H -3.47 -2.59 -5.27
H -2.01 -1.05 -7.67
H -2.16 -2.69 -8.43
H -1.91 -2.48 -6.71
H -4.62 -2.49 -9.06
H -5.73 -1.50 -8.04
H -4.29 -0.97 -9.07
C -0.39 5.74 6.07
C 0.22 6.93 6.38
C 1.63 7.03 6.05
C 2.39 6.00 5.44
C 1.69 4.82 5.18
C 0.33 4.65 5.42
N 3.87 6.10 5.24
O 4.28 5.58 4.23
O 4.50 6.73 6.08
H -1.39 5.54 6.42
H -0.22 7.71 6.97
H 2.11 7.95 6.36
H 2.29 4.06 4.71
H -0.12 3.70 5.20
```

Calculated values
DFT total energy: -78624.521 eV
frontier orbital gap: 6.9 eV
LUMO energy: 0.0497 Ha
charge: -1
molecular weight: 710.750 g mol⁻¹



Which value of charge does entry 1 give?
+1



Repeat the third record exactly.
Formula: C25H47F3IInO10P3
Source: the Open Molecules 2025 dataset
Level of theory: the ωB97M-V functional and the def2-TZVPD basis

The geometry in XYZ format:
```
90
C25H47F3IInO10P3 | the Open Molecules 2025 dataset | the ωB97M-V functional and the def2-TZVPD basis
C 5.13 -5.49 -0.29
P 3.70 -6.43 -1.12
C 4.22 -6.82 -2.92
In 1.91 -4.62 -1.40
C 0.16 -5.29 -2.68
C -0.61 -3.99 -3.06
O -1.14 -3.35 -2.20
I -0.64 -3.41 -5.17
C 1.10 -4.17 0.66
C 0.53 -5.40 1.44
O 1.03 -6.66 0.98
C -1.04 -5.46 1.54
F -1.61 -6.53 0.87
F -1.39 -5.59 2.89
F -1.71 -4.35 1.10
C 2.89 -2.86 -2.41
C 2.95 -1.49 -1.87
C 3.57 -0.45 -2.66
C 4.16 -0.68 -3.99
C 4.14 -2.04 -4.52
C 3.51 -3.10 -3.72
H 4.66 -4.99 0.61
H 5.46 -4.63 -0.95
H 5.97 -6.16 0.00
H 3.26 -6.72 -3.52
H 4.92 -6.05 -3.33
H 4.57 -7.87 -3.03
H -0.52 -6.02 -2.18
H 0.55 -5.75 -3.62
H 0.41 -3.30 0.56
H 1.99 -3.80 1.26
H 0.91 -5.32 2.50
H 0.68 -6.85 0.09
H 2.50 -1.32 -0.86
H 3.61 0.60 -2.30
H 4.59 0.18 -4.56
H 4.58 -2.29 -5.51
H 3.53 -4.12 -4.18
O -1.14 3.39 -0.78
P -2.39 2.81 -1.43
O -1.60 1.72 -2.39
C -0.61 0.85 -1.83
C -1.25 -0.34 -1.14
O -2.59 4.06 -2.51
C -2.41 5.40 -2.07
C -1.09 5.95 -2.59
O -3.85 2.20 -1.96
C -4.08 1.93 -3.35
C -4.31 0.44 -3.54
H 0.04 1.38 -1.14
H 0.02 0.50 -2.65
H -2.00 -0.02 -0.41
H -0.49 -0.94 -0.64
H -1.75 -0.98 -1.87
H -2.46 5.47 -0.98
H -3.24 6.00 -2.46
H -0.26 5.28 -2.36
H -0.88 6.93 -2.16
H -1.13 6.05 -3.68
H -3.26 2.27 -3.98
H -4.97 2.48 -3.65
H -3.52 -0.14 -3.07
H -4.34 0.19 -4.60
H -5.25 0.14 -3.08
O 0.15 5.29 3.38
P -0.03 4.11 4.30
O -1.52 3.62 3.77
C -1.76 3.47 2.37
C -1.24 2.14 1.86
O -0.47 5.00 5.64
C 0.22 6.22 5.91
C -0.67 7.40 5.56
O 0.07 2.77 5.31
C -1.03 2.37 6.12
C -1.51 1.00 5.69
H -1.33 4.29 1.80
H -2.84 3.52 2.22
H -0.19 2.00 2.12
H -1.35 2.09 0.77
H -1.81 1.31 2.30
H 1.17 6.27 5.37
H 0.45 6.24 6.98
H -1.06 7.32 4.55
H -0.12 8.34 5.64
H -1.53 7.44 6.23
H -1.86 3.09 6.08
H -0.69 2.34 7.16
H -1.67 0.96 4.61
H -2.43 0.73 6.20
H -0.75 0.25 5.92
```

Calculated values
DFT total energy: -96454.000 eV
frontier orbital gap: 4.3 eV
LUMO energy: 0.0005 Ha
charge: -1
molecular weight: 899.279 g mol⁻¹